[1]
Molecular formula: C26H39ClIN6O5Si2V
Method: DFT, the ωB97M-V functional and the def2-TZVPD basis

Cartesian coordinates (Å):
V  0.14525  -0.26682  0.34015
C  -0.23393  0.35418  4.17632
Si  -0.49506  -0.85336  2.73467
C  -2.36275  -1.24894  2.86061
C  0.41429  -2.48140  3.08759
C  0.41893  -3.00277  4.38307
C  1.04239  -4.20786  4.66681
C  1.66888  -4.91512  3.64982
C  1.65773  -4.41384  2.35776
C  1.03664  -3.20000  2.05970
Si  0.92717  -2.59827  0.26369
C  2.65376  -2.78283  -0.53701
C  -0.24116  -3.87148  -0.56456
H  -0.41122  -0.16800  5.12039
H  -0.93699  1.18603  4.12761
H  0.77464  0.75968  4.20356
H  -2.56727  -1.71512  3.82702
H  -2.69478  -1.94311  2.08509
H  -2.97885  -0.34615  2.80341
H  -0.07421  -2.46172  5.18433
H  1.03647  -4.59572  5.67784
H  2.15790  -5.85659  3.86646
H  2.14057  -4.98199  1.56785
H  2.81281  -3.79140  -0.92374
H  3.41897  -2.58388  0.21529
H  2.80912  -2.07305  -1.35367
H  -0.08336  -4.84052  -0.08718
H  -0.07470  -4.00576  -1.63729
H  -1.28856  -3.60163  -0.40972
N  -2.99569  1.55118  0.60749
N  -3.51822  0.43476  -0.05592
C  -2.71039  -0.62548  -0.36437
O  -3.15050  -1.64349  -0.85645
O  -1.42434  -0.42434  -0.11161
H  -3.22120  1.52324  1.59570
H  -3.38293  2.39222  0.20333
H  -4.50589  0.23967  -0.02764
Cl  -1.66201  6.91802  -0.68946
C  -0.86995  5.48330  -0.13855
C  -0.71210  5.27925  1.19940
C  -0.06862  4.12325  1.65856
I  0.20936  3.95128  3.72842
C  0.38328  3.11221  0.82594
O  0.83228  1.98686  1.45461
C  0.28364  3.35754  -0.58572
N  0.85405  2.49664  -1.45235
C  0.90545  2.79904  -2.72265
C  0.30300  3.92903  -3.28952
C  -0.34530  4.79240  -2.44929
C  -0.33853  4.55597  -1.06031
H  -1.06353  6.01421  1.90927
H  1.51446  2.12340  -3.32492
H  0.36549  4.13590  -4.35075
H  -0.82765  5.68166  -2.82959
N  -0.68790  -0.21873  -4.99962
C  0.31986  -1.25185  -4.57919
C  0.13163  -1.54613  -3.09781
N  -1.23632  -1.99436  -2.90951
C  -2.19444  -0.96032  -3.23540
C  -2.08961  -0.67344  -4.72460
H  -0.56958  0.01989  -5.98222
H  -0.52260  0.62097  -4.43913
H  1.32114  -0.88596  -4.80317
H  0.12066  -2.15293  -5.15554
H  0.40046  -0.66693  -2.47437
H  0.81285  -2.34781  -2.81505
H  -1.39746  -2.35711  -1.97386
H  -2.02824  -0.01700  -2.68176
H  -3.19802  -1.31038  -3.00242
H  -2.78541  0.10172  -5.04160
H  -2.26656  -1.58370  -5.29417
N  3.68570  2.49950  2.20639
C  3.24465  2.04916  0.89381
C  2.03214  1.11788  1.07419
O  2.21567  0.33981  2.19622
O  1.73792  0.33776  0.03463
H  4.54865  3.02276  2.15269
H  2.87852  0.79221  2.75482
H  2.98812  3.09916  2.63720
H  4.02377  1.43323  0.44483
H  2.98754  2.85227  0.19506

HOMO energy (spin up / spin down) = -10.4 / -9.9 eV
spin multiplicity = 2
gap between HOMO and LUMO (spin up / spin down) = 7.42 / 6.92 eV
charge = +1
ΔE to the lowest compared entry with this formula, charge and spin = 3.029 eV

=====

[2]
Molecular formula: C4H14O3
Method: DFT, the ωB97M-V functional and the def2-TZVPD basis

Cartesian coordinates (Å):
C  2.08841  -1.03491  1.15085
C  1.89512  0.00312  0.34582
C  1.49780  1.37981  0.76400
C  1.70975  2.41908  -0.30055
H  2.49992  -1.97737  0.81779
H  1.96209  -0.98439  2.23021
H  2.23562  -0.21788  -0.66369
H  0.42098  1.31391  0.97324
H  1.90762  1.59004  1.75316
H  1.16760  2.14740  -1.21361
H  1.28959  3.40201  -0.07339
H  2.72629  2.58632  -0.65041
O  -3.18877  1.01152  1.84190
H  -3.07479  1.83988  1.42167
H  -2.69005  1.10052  2.63646
O  -1.29469  -0.53381  -2.58345
H  -1.67677  -0.96566  -1.82327
H  -1.94607  0.04703  -2.96491
O  -2.84863  -4.14423  -1.19939
H  -2.44441  -4.55564  -1.96174
H  -2.23660  -4.42674  -0.50069

SMILES = C=CCC.O.O.O
HOMO energy = -9.4 eV
gap between HOMO and LUMO = 10.04 eV
charge = 0
ΔE to the lowest compared entry with this formula, charge and spin = 1.520 eV

=====

[3]
Molecular formula: BrCaO4PZn3
Method: DFT, the ωB97M-V functional and the def2-TZVPD basis

Cartesian coordinates (Å):
Ca  -18.97195  18.95535  20.40880
Zn  -20.62711  16.32090  16.12014
Zn  -16.90437  16.56928  17.97802
Zn  -18.65258  15.34026  20.39507
P  -17.65043  14.22099  17.49713
O  -18.76349  13.25596  17.44700
O  -16.34703  13.52781  17.08691
O  -17.70487  14.76689  18.94543
O  -17.63417  15.48217  16.50682
Br  -19.67818  16.89469  18.57510

HOMO energy = -22.9 eV
gap between HOMO and LUMO = 3.25 eV
charge = +4

=====

[4]
Molecular formula: C50H46BF4IN3O28
Method: DFT, the ωB97M-V functional and the def2-TZVPD basis

Cartesian coordinates (Å):
C  -1.39960  -0.62780  0.38876
C  -2.79368  -1.31251  0.30280
C  -3.47880  -1.22041  -1.07024
I  -5.26123  -2.45732  -1.24795
N  -2.63922  -1.22643  -2.25942
C  -1.63788  -2.04689  -2.51133
N  -0.92718  -1.77205  -3.71935
C  0.42175  -2.37248  -3.46445
C  1.03811  -2.58023  -4.88738
B  -0.00232  -2.22066  -6.06043
O  0.04066  -0.96222  -6.57312
O  -0.95909  -3.12054  -6.54469
C  1.45194  -1.56461  -2.65052
F  2.66490  -2.13009  -2.83816
F  1.25772  -1.63702  -1.29586
C  1.57728  -0.04402  -2.96299
F  2.87955  0.29038  -2.85058
F  1.17879  0.31022  -4.20298
C  -0.08184  -3.64020  -2.73267
C  -0.74342  -4.58410  -3.76587
C  1.01809  -4.49233  -2.05963
C  2.10200  -5.06778  -2.97668
O  3.24026  -5.16823  -2.57094
N  -1.09485  -3.04291  -1.79815
C  -1.83850  -4.01965  -1.01413
C  -1.14216  -4.16589  0.36002
O  -1.68563  -4.71020  1.28840
H  -1.41863  0.17889  1.11626
H  -0.70743  -1.36962  0.80157
H  -1.00234  -0.31301  -0.57638
H  -2.79745  -2.31039  0.73808
H  -3.42760  -0.74147  0.98750
H  -3.94120  -0.23399  -1.07164
H  -2.83547  -0.53443  -2.96795
H  -0.83161  -0.75442  -3.64728
H  1.42214  -3.58868  -5.04973
H  1.88480  -1.91048  -5.05785
H  -0.82093  -0.70222  -6.92373
H  -0.50629  -3.74989  -7.12364
H  1.06728  0.53286  -2.17965
H  -0.05266  -4.90872  -4.53574
H  -1.59338  -4.11173  -4.26376
H  -1.13636  -5.48707  -3.29121
H  1.53205  -3.99876  -1.23427
H  0.50931  -5.36159  -1.61597
H  1.89247  -5.44790  -3.99689
H  -1.85121  -5.03315  -1.42252
H  -2.86995  -3.77484  -0.77170
H  -0.12917  -3.72430  0.49377
C  1.40679  -3.92099  5.21938
C  0.27823  -4.21956  4.56748
C  -0.54634  -5.42241  4.92502
O  -1.57351  -5.62602  4.30641
C  -0.07080  -6.28686  5.99490
C  1.06198  -5.99126  6.64650
C  1.87125  -4.77390  6.30660
O  2.88039  -4.54733  6.94442
O  1.53665  -6.75123  7.62861
O  -0.18265  -3.46736  3.56385
H  2.00641  -3.05608  4.97147
H  -0.66337  -7.15892  6.23255
H  2.35859  -6.31926  7.93009
H  -1.00971  -3.89674  3.26295
C  2.79365  0.45513  1.10326
C  3.59792  0.20108  2.14484
C  4.56164  1.22872  2.66749
O  5.24861  0.93880  3.62643
C  4.62394  2.51580  1.99355
C  3.82120  2.77059  0.94801
C  2.84053  1.74907  0.44549
O  2.12318  2.04450  -0.49730
O  3.84236  3.92756  0.30217
O  3.59483  -0.96554  2.77837
H  2.09583  -0.27663  0.72114
H  5.33535  3.23800  2.36822
H  3.17308  3.84351  -0.40416
H  4.26433  -0.88532  3.48714
C  -2.73612  -0.29500  5.10167
C  -2.45292  -0.15753  6.40432
C  -1.80583  1.08638  6.94209
O  -1.59111  1.16058  8.13417
C  -1.46256  2.14358  5.99855
C  -1.74436  1.99860  4.70039
C  -2.41629  0.76651  4.17337
O  -2.66704  0.70127  2.97356
O  -1.44745  2.93864  3.79749
O  -2.72620  -1.10253  7.29276
H  -3.20497  -1.18406  4.70389
H  -0.98103  3.02810  6.39133
H  -1.75566  2.59469  2.93987
H  -2.42712  -0.75552  8.15594
C  3.51667  8.99136  3.36820
C  2.98727  9.67968  2.34819
C  2.72188  9.03838  1.01674
O  2.22190  9.71097  0.13567
C  3.08161  7.63752  0.84430
C  3.61377  6.95074  1.86266
C  3.85403  7.58607  3.20206
O  4.32347  6.89973  4.09045
O  3.96096  5.66729  1.75334
O  2.66387  10.96565  2.44926
H  3.70998  9.44187  4.33147
H  2.90178  7.19237  -0.12412
H  4.31431  5.42748  2.63325
H  2.30267  11.22061  1.57895
C  2.62046  0.28873  -10.03832
C  1.85454  -0.75032  -9.69332
C  1.74983  -1.97631  -10.54898
O  1.04621  -2.89378  -10.15633
C  2.48642  -2.00954  -11.79907
C  3.25376  -0.96824  -12.15314
C  3.38106  0.25036  -11.28255
O  4.10564  1.15336  -11.64799
O  3.94484  -0.94917  -13.28586
O  1.13116  -0.77711  -8.56659
H  2.70474  1.17625  -9.42686
H  2.38900  -2.89236  -12.41495
H  4.41320  -0.09228  -13.30183
H  0.68437  -1.64106  -8.59059
C  -6.39288  4.58803  3.43984
C  -5.66831  3.48895  3.67196
C  -5.62340  2.84564  5.02767
O  -4.95507  1.83399  5.16430
C  -6.37148  3.46030  6.10830
C  -7.09694  4.56458  5.87998
C  -7.16441  5.19543  4.51821
O  -7.85284  6.18424  4.36892
O  -7.79565  5.16439  6.83495
O  -4.94356  2.89567  2.71674
H  -6.43522  5.05955  2.46813
H  -6.31629  2.99592  7.08280
H  -8.22732  5.93183  6.41212
H  -4.51965  2.12306  3.13803

HOMO energy = -11.0 eV
gap between HOMO and LUMO = 7.59 eV
charge = +1